Below is 5 unconnected molecules or ions with the total composition C35H45Cl2FI2N5O2P at a distorted geometry, with properties calculated with ωB97M-V/def2-TZVPD.

Its highest occupied orbital energy is -9.03 eV. The calculation puts the total energy at -3741.5227 Ha. As for the SMILES: CC(=O)N(C)CCCCP(Cl)(CC(=O)F)(C[C@H](C)Cl)/C(I)=C(/C)I.c1ccncc1.c1ccncc1.c1ccncc1.c1ccncc1. The calculation puts the molecular weight at 942.46 Da. Its LUMO energy is -0.785 eV. The HOMO-LUMO gap is 8.2 eV. Its largest force on an atom is 0.19067 hartree/bohr.

Last column: Mulliken charge in e.
Geometry (Å):
C1 -2.727 2.303 4.716  -0.661
C2 -1.683 1.082 4.287  0.410
O1 -1.890 -0.101 4.871  -0.569
N1 -0.576 1.436 3.321  0.116
C3 0.674 1.551 4.220  -0.756
C4 -0.234 0.310 2.372  -0.584
C5 -0.755 0.536 0.822  -0.381
C6 -0.011 -0.656 -0.085  -0.454
C7 0.347 -0.182 -1.614  -0.915
P1 2.194 0.437 -1.805  1.736
Cl1 2.655 -1.673 -1.557  -0.681
C8 3.240 0.332 -3.379  -0.470
C9 4.594 -0.583 -3.332  0.300
O2 4.890 -1.302 -4.454  -0.543
F1 5.598 -0.702 -2.261  -0.204
C10 2.994 0.721 -0.121  -0.978
C11 4.428 1.436 0.020  0.122
C12 5.075 2.232 -1.229  -0.852
Cl2 5.649 0.214 0.801  -0.221
C13 1.608 2.214 -2.065  -0.558
I1 1.923 3.933 -0.668  -0.014
C14 0.801 2.676 -3.269  -0.201
C15 0.322 4.267 -3.474  -1.014
I2 0.103 1.356 -4.866  0.040
H1 -2.185 3.305 4.448  0.227
H2 -3.738 2.121 4.156  0.306
H3 -2.925 2.249 5.892  0.151
H4 1.553 2.132 3.687  0.204
H5 0.371 2.022 5.262  0.267
H6 1.123 0.475 4.475  0.320
H7 -0.563 -0.756 2.723  0.206
H8 0.958 0.287 2.306  0.203
H9 -1.923 0.291 0.842  0.372
H10 -0.533 1.612 0.409  0.133
H11 -0.837 -1.510 -0.187  0.422
H12 0.898 -1.011 0.558  0.312
H13 0.169 -1.113 -2.323  0.340
H14 -0.440 0.623 -1.911  0.387
H15 2.557 -0.223 -4.188  0.312
H16 3.447 1.421 -3.774  0.512
H17 2.185 1.212 0.610  -0.097
H18 3.133 -0.362 0.373  0.555
H19 4.297 2.242 0.896  0.419
H20 4.364 2.522 -2.109  0.158
H21 5.482 3.277 -0.812  0.295
H22 6.050 1.736 -1.708  0.252
H23 -0.249 4.424 -4.485  0.256
H24 1.284 4.973 -3.504  0.330
H25 -0.413 4.562 -2.605  0.309
C16 -4.727 6.486 -4.018  -0.129
C17 -4.619 6.046 -2.703  -0.446
C18 -3.816 4.946 -2.443  -0.185
N2 -3.134 4.273 -3.395  -0.346
C19 -3.259 4.723 -4.662  -0.077
C20 -4.034 5.814 -5.020  -0.595
H26 -5.345 7.345 -4.260  0.361
H27 -5.147 6.547 -1.899  0.350
H28 -3.697 4.567 -1.432  0.367
H29 -2.702 4.163 -5.408  0.365
H30 -4.097 6.133 -6.054  0.347
C21 4.741 -5.865 -3.807  -0.540
C22 3.838 -6.923 -3.774  -0.455
C23 2.607 -6.716 -3.171  0.499
N3 2.233 -5.546 -2.609  -0.333
C24 3.131 -4.538 -2.655  0.242
C25 4.384 -4.647 -3.238  -0.217
H31 5.714 -5.989 -4.272  0.397
H32 4.086 -7.885 -4.207  0.368
H33 1.867 -7.510 -3.123  -0.337
H34 2.807 -3.609 -2.195  0.168
H35 5.064 -3.803 -3.248  0.325
C26 -0.417 -9.249 -2.880  -0.125
C27 -1.320 -10.307 -2.847  -0.504
C28 -2.551 -10.100 -2.244  -0.168
N4 -2.925 -8.930 -1.682  -0.537
C29 -2.027 -7.922 -1.729  -0.506
C30 -0.774 -8.031 -2.312  0.021
H36 0.556 -9.373 -3.345  0.294
H37 -1.072 -11.269 -3.281  0.344
H38 -3.290 -10.894 -2.196  0.352
H39 -2.351 -6.993 -1.268  0.366
H40 -0.094 -7.187 -2.322  0.509
C31 -4.032 4.136 10.569  -0.127
C32 -5.147 4.039 9.743  -0.461
C33 -4.944 3.868 8.384  -0.166
N5 -3.722 3.792 7.810  -0.355
C34 -2.659 3.891 8.637  -0.074
C35 -2.761 4.060 10.009  -0.534
H41 -4.153 4.270 11.640  0.355
H42 -6.151 4.096 10.149  0.343
H43 -5.782 3.783 7.698  0.345
H44 -1.689 3.830 8.152  0.341
H45 -1.872 4.132 10.625  0.342

***

Below is a molecular structure, C35H45FGeN5O3V, with properties calculated with ωB97M-V/def2-TZVPD.

Its highest occupied orbital energy (alpha / beta) is -7.14 / -7.69 eV. The calculation puts the total energy at -4981.1129 Ha. For the energy above the lowest of the compared OMol25 structures with the same formula, charge and spin, the calculation gives 4.5 kJ/mol. The calculation puts the molecular weight at 726.33 Da. As for the spin multiplicity: 3. Its LUMO energy (alpha / beta) is -0.059 / -0.088 eV. The HOMO-LUMO gap (alpha / beta) is 7.1 / 7.6 eV. Its largest force on an atom is 0.01175 hartree/bohr.

Last column: Mulliken charge in e.
Geometry (Å):
V1 -0.138 0.545 0.142  1.572
N1 -0.421 -1.693 1.681  -0.101
C1 0.792 -2.282 2.237  -0.323
C2 1.791 -2.504 1.117  -0.997
N2 2.056 -1.249 0.444  0.243
C3 2.738 -1.352 -0.827  -0.935
C4 2.659 -0.016 -1.540  -0.608
N3 1.256 0.399 -1.627  -0.386
H1 -0.914 -2.368 1.105  0.193
H2 -1.047 -1.382 2.412  0.068
H3 1.206 -1.578 2.963  -0.149
H4 0.624 -3.229 2.763  0.544
H5 2.695 -2.989 1.514  0.394
H6 1.358 -3.189 0.380  0.459
H7 2.521 -0.594 1.063  -0.016
H8 3.788 -1.671 -0.752  0.396
H9 2.216 -2.109 -1.421  0.467
H10 3.201 0.742 -0.969  0.084
H11 3.137 -0.088 -2.522  0.463
H12 1.180 1.296 -2.093  -0.013
H13 0.710 -0.274 -2.162  0.390
C5 -7.040 -2.817 0.967  -1.379
C6 -6.944 -1.575 0.089  -0.264
C7 -8.087 -0.591 0.298  -1.083
C8 -8.053 -0.018 1.708  -1.240
C9 -6.685 0.523 2.031  1.084
C10 -6.516 1.477 3.009  -0.774
C11 -5.251 1.982 3.287  -0.292
F1 -5.141 2.914 4.252  -0.369
C12 -4.140 1.574 2.608  -0.762
C13 -4.283 0.602 1.610  1.032
C14 -3.089 0.162 0.874  0.351
O1 -1.982 0.632 1.207  -0.198
C15 -3.309 -0.810 -0.148  0.206
C16 -4.574 -1.288 -0.339  -0.443
N4 -5.664 -0.885 0.329  0.053
C17 -5.549 0.076 1.325  -0.499
C18 -2.232 -1.420 -1.028  -0.234
O2 -2.511 -2.457 -1.621  -0.813
O3 -1.114 -0.807 -1.093  -0.354
H14 -7.994 -3.322 0.805  0.394
H15 -6.959 -2.562 2.024  0.360
H16 -6.238 -3.515 0.728  0.392
H17 -6.927 -1.877 -0.958  0.513
H18 -9.033 -1.099 0.108  0.441
H19 -7.994 0.217 -0.432  0.355
H20 -8.325 -0.790 2.433  0.371
H21 -8.791 0.777 1.813  0.475
H22 -7.365 1.854 3.566  0.537
H23 -3.163 1.991 2.811  0.788
H24 -4.715 -2.062 -1.084  0.593
C19 0.249 4.776 0.715  -0.909
Ge1 0.108 3.913 -1.042  0.925
C20 -0.785 5.184 -2.258  -1.343
C21 1.926 3.718 -1.798  -1.400
C22 -0.881 2.254 -0.885  -0.988
H25 1.006 5.562 0.719  0.351
H26 0.510 4.041 1.475  0.009
H27 -0.710 5.224 0.983  0.456
H28 -0.253 6.136 -2.299  0.353
H29 -1.805 5.376 -1.921  0.365
H30 -0.837 4.778 -3.270  0.369
H31 2.420 4.692 -1.780  0.403
H32 1.893 3.392 -2.842  0.399
H33 2.548 3.024 -1.235  0.172
H34 -1.191 1.905 -1.881  0.379
H35 -1.806 2.538 -0.366  0.070
N5 0.856 1.324 1.504  0.543
C23 1.390 1.634 2.602  -1.550
C24 0.981 0.949 3.875  0.156
C25 1.916 0.569 4.833  0.127
C26 1.524 -0.155 5.951  -0.941
C27 0.189 -0.484 6.134  -0.573
C28 -0.754 -0.085 5.194  -0.668
C29 -0.359 0.623 4.070  -0.125
C30 2.451 2.689 2.694  0.061
C31 2.554 3.526 3.802  -0.185
C32 3.496 4.545 3.827  -0.858
C33 4.356 4.727 2.753  -0.464
C34 4.268 3.886 1.651  -0.722
C35 3.320 2.878 1.625  0.368
H36 2.960 0.828 4.695  0.481
H37 2.263 -0.462 6.681  0.410
H38 -0.118 -1.041 7.010  0.408
H39 -1.800 -0.326 5.341  0.449
H40 -1.075 0.916 3.312  0.508
H41 1.881 3.394 4.641  0.478
H42 3.555 5.202 4.685  0.405
H43 5.091 5.520 2.775  0.402
H44 4.935 4.022 0.809  0.417
H45 3.223 2.226 0.767  0.274

***

Below is a molecular structure, C35H46BCsN6O2S3Se3Te at a distorted geometry, with properties calculated with ωB97M-V/def2-TZVPD.

Its highest occupied orbital energy (alpha / beta) is -1.92 / -1.13 eV. The calculation puts the total energy at -10552.3609 Ha. For the energy above the lowest of the compared OMol25 structures with the same formula, charge and spin, the calculation gives 21.7 kJ/mol. The calculation puts the molecular weight at 1187.19 Da. Its LUMO energy (alpha / beta) is 3.386 / 3.175 eV. The HOMO-LUMO gap (alpha / beta) is 5.3 / 4.3 eV. Its largest force on an atom is 0.06356 hartree/bohr. The total charge is -2.

Last column: Mulliken charge in e.
Geometry (Å):
Cs1 -1.575 3.262 -0.868  1.595
C1 3.574 2.232 2.237  -1.784
C2 3.251 1.241 1.167  0.260
C3 4.206 0.516 0.558  -0.560
C4 3.853 -0.410 -0.474  0.126
N1 2.621 -0.621 -0.778  -0.686
N2 1.644 0.087 -0.157  0.915
B1 0.289 -0.294 -0.709  -1.206
N3 -0.806 -0.589 0.168  1.364
N4 -0.392 -0.859 1.456  -0.629
C5 -1.305 -1.064 2.364  -0.515
C6 -2.678 -1.055 2.072  -0.095
C7 -3.095 -0.794 0.777  0.108
C8 -4.556 -0.710 0.461  -2.257
C9 -2.155 -0.551 -0.234  0.859
S1 -2.599 -0.145 -1.831  -0.371
C10 -0.749 -1.283 3.775  2.551
C11 -1.856 -1.565 4.790  -2.262
C12 0.214 -2.469 3.762  -1.737
C13 -0.005 -0.016 4.206  -1.325
N5 0.322 -0.877 -2.098  0.631
N6 0.021 -2.193 -2.103  -0.792
C14 -0.018 -2.800 -3.241  0.286
C15 0.293 -2.117 -4.457  -0.346
C16 0.618 -0.809 -4.448  -0.034
C17 0.924 -0.041 -5.690  -1.880
C18 0.624 -0.117 -3.169  0.941
S2 0.927 1.521 -3.040  -0.486
C19 -0.439 -4.259 -3.262  2.195
C20 -0.727 -4.757 -1.850  -1.919
C21 0.662 -5.121 -3.890  -1.666
C22 -1.712 -4.381 -4.110  -1.699
C23 1.863 1.093 0.742  0.025
S3 0.670 2.094 1.315  -0.201
C24 4.913 -1.181 -1.248  2.426
C25 4.266 -2.043 -2.327  -2.015
C26 5.862 -0.174 -1.910  -1.774
C27 5.716 -2.066 -0.290  -1.794
H1 4.640 2.205 2.468  0.383
H2 2.993 2.035 3.139  0.247
H3 3.287 3.236 1.922  0.341
H4 5.245 0.640 0.840  0.315
H5 -3.410 -1.219 2.848  0.468
H6 -5.147 -0.924 1.355  0.359
H7 -4.831 -1.404 -0.335  0.437
H8 -4.803 0.288 0.092  0.403
H9 -2.431 -2.459 4.536  0.435
H10 -2.552 -0.728 4.877  0.305
H11 -1.412 -1.725 5.777  0.441
H12 -0.299 -3.387 3.462  0.372
H13 0.634 -2.623 4.761  0.432
H14 1.032 -2.304 3.062  0.257
H15 -0.679 0.845 4.227  0.264
H16 0.794 0.232 3.508  0.055
H17 0.417 -0.150 5.208  0.431
H18 0.256 -2.657 -5.396  0.303
H19 0.889 -0.692 -6.564  0.395
H20 1.909 0.424 -5.613  0.313
H21 0.220 0.784 -5.809  0.385
H22 0.152 -4.683 -1.209  0.319
H23 -1.039 -5.805 -1.901  0.495
H24 -1.516 -4.176 -1.372  0.257
H25 1.594 -5.055 -3.325  0.294
H26 0.875 -4.828 -4.920  0.315
H27 0.346 -6.167 -3.905  0.455
H28 -2.513 -3.756 -3.712  0.343
H29 -2.053 -5.420 -4.119  0.472
H30 -1.541 -4.083 -5.146  0.318
H31 3.688 -1.437 -3.026  0.230
H32 3.579 -2.777 -1.903  0.389
H33 5.048 -2.569 -2.881  0.505
H34 5.324 0.489 -2.590  0.346
H35 6.626 -0.705 -2.484  0.467
H36 6.375 0.448 -1.173  0.346
H37 5.073 -2.791 0.215  0.353
H38 6.221 -1.475 0.478  0.323
H39 6.483 -2.616 -0.841  0.468
C28 -4.315 2.266 2.995  -1.091
C29 -3.413 3.166 2.168  0.947
O1 -3.252 2.864 0.989  -0.707
C30 -2.767 4.324 2.799  0.225
C31 -3.096 4.624 4.137  -0.529
C32 -2.539 5.671 4.830  -0.864
C33 -1.595 6.472 4.154  -0.299
C34 -1.244 6.229 2.859  -0.774
C35 -1.804 5.139 2.101  0.653
O2 -1.431 4.926 0.911  -0.916
H40 -4.570 1.411 2.373  -0.018
H41 -5.230 2.783 3.294  0.468
H42 -3.830 1.921 3.910  0.277
H43 -3.824 4.003 4.645  0.259
H44 -2.816 5.870 5.856  0.368
H45 -1.130 7.305 4.675  0.333
H46 -0.521 6.842 2.336  0.363
Se1 -2.651 4.473 -6.492  -0.493
Se2 -3.538 6.285 -5.463  -0.146
Te1 -3.715 5.840 -2.996  0.322
Se3 -4.858 7.890 -2.296  -0.664